1.
Molecular formula: C15H26AlCl2NOP2
Method: DFT, wB97M-V/def2-TZVPD

Properties
Total charge   +2
HOMO-LUMO gap (spin up / spin down)   5.87 / 4.19 eV
E_LUMO (spin up / spin down)   -9.6334 / -11.3077 eV

Last column: natural (NBO) charge in e.
Positions of all 48 atoms, in Å:
H1 2.888 0.982 0.005  0.2586
H2 -3.007 -2.755 -1.258  0.2477
C1 0.051 5.852 -0.321  -0.1127
H3 0.052 6.926 -0.194  0.2498
H4 0.922 5.916 -2.288  0.2520
C2 3.149 -2.833 -0.054  -0.9475
H5 2.154 -1.603 2.895  0.2858
H6 4.229 -2.776 0.118  0.2842
H7 2.966 -0.029 -1.461  0.2561
C3 2.859 -1.089 2.238  -0.9410
C4 -3.098 0.273 -0.756  -0.9540
C5 -3.015 -0.679 1.979  -0.9438
H8 4.299 -0.092 -0.276  0.2838
C6 3.217 0.020 -0.398  -0.9500
C7 0.088 -3.745 -1.482  -0.7004
C8 0.540 5.279 -1.501  -0.1931
H9 -2.754 0.123 -1.783  0.2598
O1 -0.363 -1.700 -2.592  -0.2634
C9 -0.442 3.649 0.539  -0.1535
H10 2.745 -3.687 0.494  0.2733
H11 -2.758 1.252 -0.407  0.2525
Al1 -0.019 -1.138 0.233  1.0463
H12 0.928 3.451 -2.578  0.2388
Cl1 0.143 0.276 2.352  -0.3302
H13 -2.846 -3.377 0.407  0.2809
C10 -0.442 5.035 0.699  -0.1973
H14 0.340 -4.092 -2.488  0.2763
H15 -4.306 -2.459 -0.067  0.2813
C11 0.051 3.069 -0.640  -0.1978
H16 3.870 -1.487 2.373  0.2704
P1 -2.379 -1.023 0.311  1.0750
H17 -2.777 0.354 2.239  0.2674
H18 -0.848 -4.211 -1.157  0.2999
C12 0.542 3.886 -1.664  -0.1489
H19 2.957 -2.980 -1.120  0.2488
C13 0.043 1.635 -0.734  0.6216
C14 -3.225 -2.555 -0.205  -0.9536
H20 -4.096 -0.853 2.015  0.2754
H21 2.831 -0.020 2.467  0.2721
Cl2 -0.317 -3.110 1.585  -0.4964
H22 0.839 -4.043 -0.750  0.2782
H23 -2.498 -1.336 2.682  0.2858
N1 0.111 0.482 -0.676  -0.6549
P2 2.333 -1.293 0.509  1.0758
H24 -0.823 3.026 1.342  0.2381
C15 -0.118 -2.233 -1.521  0.3675
H25 -4.192 0.237 -0.727  0.2846
H26 -0.820 5.474 1.614  0.2507

---

2.
Molecular formula: C12H28N3O2S
Method: DFT, wB97M-V/def2-TZVPD

Properties
Total charge   +1
HOMO-LUMO gap   9.58 eV
E_LUMO   -2.3069 eV
Relative energy (zero: lowest compared OMol25 entry of this formula, charge and spin)   0.0 kJ/mol

Last column: natural (NBO) charge in e.
Positions of all 46 atoms, in Å:
C1 -0.913 -2.172 1.559  -0.2075
H1 -0.137 -2.400 2.284  0.2306
H2 -3.706 1.048 0.013  0.1849
H3 -2.069 -0.578 -0.334  0.2237
H4 1.825 -2.298 -2.658  0.2051
C2 -0.913 1.270 -0.233  -0.4344
C3 -3.239 -1.565 1.901  -0.4225
H5 0.984 -0.205 1.605  0.2454
H6 -4.078 -1.660 2.586  0.2549
H7 -0.323 -0.757 -0.433  0.2304
H8 -3.649 -1.453 0.896  0.2164
H9 -3.424 2.235 -1.254  0.2233
H10 4.115 -1.569 -2.411  0.2077
C4 -2.354 -0.390 2.253  -0.2175
H11 -0.913 1.337 -1.324  0.2378
H12 2.164 0.546 -1.830  0.3475
N1 4.003 0.669 -0.993  -0.4524
C5 -1.125 -0.210 0.064  -0.2127
C6 -2.272 -2.749 1.974  -0.4290
O1 3.012 2.633 -1.737  -0.7180
O2 5.248 2.385 -1.960  -0.5138
H13 0.097 1.558 0.070  0.2264
H14 1.373 -0.829 -3.514  0.1915
H15 -2.575 -3.574 1.334  0.2457
C7 2.188 -1.544 -3.358  -0.6084
H16 2.442 -2.002 -4.312  0.2326
N2 2.941 -0.065 -1.599  -0.4806
N3 -1.063 -0.648 1.512  -0.2111
H17 3.096 3.238 -2.490  0.5129
C8 4.188 1.965 -1.605  0.8596
S1 3.698 0.969 0.692  0.1484
H18 -2.109 -0.385 3.315  0.2229
H19 -2.758 0.575 1.973  0.2446
C9 3.393 -0.828 -2.753  -0.2247
C10 0.093 -0.002 2.193  -0.4134
H20 3.877 -0.208 -3.517  0.1759
H21 -4.038 2.747 0.314  0.2331
H22 -0.586 -2.510 0.581  0.2311
H23 -0.081 1.068 2.259  0.2326
C11 -1.919 2.289 0.306  -0.4082
H24 4.364 -0.050 1.256  0.1294
H25 0.187 -0.419 3.192  0.2266
H26 -1.590 3.275 -0.025  0.2335
H27 -1.886 2.332 1.398  0.1887
H28 -2.217 -3.132 2.992  0.2293
C12 -3.350 2.063 -0.180  -0.6183

---

3.
Molecular formula: C49H38F3N2O8PS2
Method: DFT, wB97M-V/def2-TZVPD

Properties
SMILES string   Cc1cc2c(c(CC(C)C)c1COC(F)(F)F)C(=O)C(CCSc1nnco1)=C([PH2]=S)C2=O.O=C1c2ccccc2C(=O)c2ccccc21.O=C1c2ccccc2C(=O)c2ccccc21
HOMO-LUMO gap   7.20 eV
E_LUMO   -1.5121 eV

Last column: Löwdin charge in e.
Positions of all 103 atoms, in Å:
H1 3.874 1.827 -1.420  0.1326
C1 -0.785 -2.610 -2.512  -0.0668
S1 1.185 1.344 -5.309  1.0203
C2 -7.846 1.942 -0.316  -0.0527
C3 8.959 1.916 7.118  -0.0581
H2 -1.299 0.832 2.916  0.0823
H3 -1.178 2.265 -0.375  0.0626
C4 7.599 -0.931 5.076  -0.2775
H4 9.557 2.804 6.964  0.1067
H5 -8.469 1.615 0.506  0.1085
H6 -1.931 1.869 -3.367  0.1121
N1 3.861 0.257 -2.805  0.0624
H7 -0.306 -2.404 2.245  0.1034
C5 -5.979 4.040 -4.626  -0.0806
O1 2.507 1.971 -3.026  0.0299
C6 -0.792 -3.873 -1.974  0.0448
O2 -4.172 2.996 -3.525  0.0904
H8 -1.325 -1.798 -6.901  -0.0027
C7 -5.727 5.248 -6.686  -0.0555
C8 8.483 1.611 8.388  -0.0580
C9 -0.453 -0.177 -2.411  -0.2300
C10 -1.110 -0.027 -3.761  -0.1405
H9 -4.106 4.336 -5.609  0.1158
C11 6.544 -3.025 4.262  -0.0010
C12 2.307 1.085 -4.019  -0.7270
C13 8.670 1.086 6.049  -0.0032
H10 -1.013 -4.716 -2.612  0.1344
C14 -7.098 5.479 -6.719  -0.0532
S2 -4.001 -2.114 -6.018  0.1217
F1 1.450 -3.191 3.983  0.1513
H11 5.350 -3.932 7.822  0.1199
C15 -1.154 0.418 0.789  -0.3752
H12 -2.818 0.339 2.189  0.0762
H13 -0.381 3.109 -5.050  0.0795
H14 -6.049 1.106 0.509  0.1054
C16 -0.478 -1.495 -1.732  -0.0152
C17 -5.169 4.527 -5.645  -0.0036
H15 0.858 0.146 0.051  0.1092
C18 -1.431 -1.122 -4.464  -0.2677
O3 6.216 -1.866 8.877  0.1059
C19 3.481 1.373 -2.311  -0.1931
H16 0.284 2.617 -3.512  0.0701
C20 -7.611 3.064 -2.425  -0.0797
C21 6.820 -2.178 5.328  -0.0808
H17 -1.917 0.139 0.060  0.1250
H18 -1.405 2.509 1.344  0.0721
C22 -0.202 -2.952 0.163  -0.0668
C23 5.843 -4.198 4.477  -0.0678
H19 -1.583 -0.858 2.530  0.0574
C24 5.416 -4.532 5.758  -0.0536
H20 5.626 -4.856 3.647  0.1079
C25 -7.909 5.000 -5.704  0.0009
H21 0.200 2.130 0.683  0.0808
C26 -1.084 -2.474 -3.958  -0.3495
C27 -0.864 1.918 0.607  -0.0656
C28 7.438 -0.370 7.523  -0.0827
C29 7.724 0.471 8.591  -0.0032
H22 -5.095 5.630 -7.476  0.1077
H23 -2.384 0.113 -6.492  -0.0268
F2 1.924 -4.991 2.881  0.1393
H24 6.882 -2.752 3.272  0.1226
H25 0.502 -0.806 1.465  0.1057
C30 -0.190 -1.654 -0.366  -0.0553
P1 -2.272 -1.208 -6.062  0.3938
C31 6.380 -2.506 6.612  -0.0829
C32 -5.685 2.080 -1.360  -0.0010
H26 -9.466 2.864 -1.388  0.1214
C33 0.096 -0.467 0.518  -0.0969
O4 7.973 -0.637 3.961  0.1077
C34 -8.243 3.803 -3.556  -0.2753
O5 0.064 0.811 -1.924  0.0913
C35 6.638 -1.605 7.771  -0.2780
C36 2.066 -3.639 2.862  -0.7042
C37 -1.743 0.160 2.182  -0.0611
C38 -1.375 1.388 -4.174  -0.1945
H27 9.031 1.312 5.055  0.1199
C39 -0.494 -4.067 -0.635  -0.1663
C40 7.907 -0.058 6.246  -0.0826
H28 -8.976 5.175 -5.715  0.1214
C41 -5.359 3.253 -3.523  -0.2654
H29 -7.533 6.037 -7.537  0.1085
H30 -4.625 1.868 -1.370  0.1139
H31 8.706 2.264 9.222  0.1067
H32 4.874 -5.454 5.923  0.1085
O6 -1.027 -3.414 -4.722  0.0882
C42 0.130 -3.164 1.608  -0.0968
H33 0.057 -5.643 0.778  0.0666
C43 -8.409 2.641 -1.370  0.0009
C44 -0.127 2.244 -4.443  -0.4163
F3 3.356 -3.353 2.943  0.1847
C45 5.680 -3.688 6.822  -0.0010
O7 1.571 -3.089 1.746  0.0745
H34 -0.075 -6.134 -0.897  0.0906
H35 -2.024 1.429 -5.042  0.0808
C46 -6.242 2.790 -2.417  -0.0792
O8 -9.437 4.009 -3.582  0.1118
C47 -7.353 4.285 -4.652  -0.0797
H36 -1.529 -5.821 0.027  0.0985
H37 7.349 0.219 9.573  0.1198
H38 -0.212 -4.131 1.959  0.1203
C48 -0.505 -5.486 -0.137  -0.0177
C49 -6.485 1.658 -0.313  -0.0546
N2 3.072 0.052 -3.940  0.0521

---

4.
Molecular formula: CNO3S2
Method: DFT, wB97M-V/def2-TZVPD

Properties
Total charge   -1
HOMO-LUMO gap   6.62 eV
E_LUMO   3.5960 eV
Relative energy (zero: lowest compared OMol25 entry of this formula, charge and spin)   51.2 kJ/mol

Last column: natural (NBO) charge in e.
Positions of all 7 atoms, in Å:
S1 0.410 1.807 0.573  -0.2215
S2 1.590 -0.791 0.131  1.2017
C1 -1.612 -0.250 -0.164  1.0415
N1 0.694 0.241 0.837  -0.9728
O1 -2.271 0.490 0.448  -0.5359
O2 -1.107 -1.102 -0.725  -0.5348
O3 2.296 -0.395 -1.101  -0.9782

---

5.
Molecular formula: C7H13N2O
Method: DFT, wB97M-V/def2-TZVPD

Properties
Total charge   +1
SMILES string   CC[N+](=CCN=C=O)CC
HOMO-LUMO gap   9.06 eV
E_LUMO   -4.9015 eV
Relative energy (zero: lowest compared OMol25 entry of this formula, charge and spin)   456.1 kJ/mol

Last column: natural (NBO) charge in e.
Positions of all 23 atoms, in Å:
H1 -1.078 -1.064 0.860  0.2321
H2 -1.739 0.919 1.482  0.2231
C1 0.708 -2.364 0.079  -0.6172
C2 0.296 0.958 1.032  -0.2639
H3 -0.954 -1.738 -0.891  0.2537
N1 0.192 0.082 -0.062  -0.2567
H4 0.577 1.621 -1.188  0.2266
H5 1.137 1.696 1.088  0.2514
H6 1.006 -2.748 -0.874  0.2325
O1 0.938 -2.587 -4.959  -0.4315
H7 -0.595 -0.031 -2.693  0.3283
C3 -1.060 1.684 1.138  -0.6261
C4 0.574 -1.907 -4.101  0.8960
H8 1.597 -1.882 0.424  0.2154
H9 -1.372 2.317 0.294  0.2300
N2 0.387 -1.281 -3.100  -0.5864
C5 0.578 0.552 -1.286  0.2838
H10 0.793 0.777 -3.339  0.2561
C6 0.456 0.037 -2.640  -0.3369
H11 -0.859 2.486 1.925  0.2460
C7 -0.341 -1.282 0.031  -0.2460
H12 0.280 -3.113 0.622  0.2429
H13 0.476 0.394 1.961  0.2466

---

6.
Molecular formula: FH3NO2P
Method: DFT, wB97M-V/def2-TZVPD

Properties
SMILES string   N=P(O)(O)F
HOMO-LUMO gap   10.82 eV
E_LUMO   0.4844 eV
Relative energy (zero: lowest compared OMol25 entry of this formula, charge and spin)   34.8 kJ/mol

Last column: natural (NBO) charge in e.
Positions of all 8 atoms, in Å:
O1 0.471 1.099 0.857  -0.9599
F1 -1.605 0.485 -0.378  -0.5635
H1 -0.676 -0.810 1.802  0.4944
N1 0.802 -0.263 -1.328  -1.3545
H2 0.913 1.695 0.331  0.5101
P1 -0.103 -0.029 -0.109  2.3982
H3 0.750 -0.894 -2.132  0.4258
O2 -0.551 -1.284 0.956  -0.9505

---

7.
Molecular formula: C29H37IrN4O2PS2
Method: DFT, wB97M-V/def2-TZVPD

Properties
Total charge   +2
HOMO-LUMO gap (spin up / spin down)   7.18 / 6.14 eV
E_LUMO (spin up / spin down)   -4.5242 / -7.9509 eV
Relative energy (zero: lowest compared OMol25 entry of this formula, charge and spin)   7.5 kJ/mol
Multiplicity   6

Last column: Mulliken spin population.
Positions of all 76 atoms, in Å:
H1 -0.538 -5.748 -1.095  0.0034
H2 -2.352 -3.889 -1.617  -0.0005
C1 1.049 0.131 -4.868  -0.0283
P1 -0.192 -3.175 0.353  0.1375
C2 0.857 -3.721 1.763  0.1607
H3 -2.099 -2.262 2.406  -0.0031
C3 -0.300 0.073 -4.508  0.1550
H4 2.714 -3.620 0.604  0.0051
O1 -4.058 0.766 0.197  0.0228
C4 1.561 -4.748 -3.548  0.0091
C5 -2.581 -3.074 -0.932  0.0187
C6 -1.818 3.668 -0.295  0.0125
H5 -3.291 6.753 -0.157  0.0004
H6 -3.622 -2.359 1.531  0.0014
H7 1.563 -5.536 2.617  0.0083
H8 0.136 -2.105 3.061  -0.0094
C7 -4.204 3.484 0.011  -0.0161
C8 1.885 -3.482 -3.086  0.0138
H9 2.895 -3.402 2.345  0.0018
Ir1 -0.020 0.641 -0.202  1.5603
H10 -2.192 -4.813 2.067  0.0058
N1 0.284 0.364 -2.224  0.1235
H11 2.096 1.290 4.065  0.0002
H12 1.339 0.059 -5.907  0.0014
H13 3.056 0.340 -4.165  0.0112
H14 1.087 -3.360 3.859  0.0001
H15 0.444 -6.546 -3.187  0.0012
H16 4.345 -0.316 -2.230  0.0135
C9 0.137 -5.104 -1.643  0.0281
C10 0.909 -5.257 1.787  0.0538
H17 4.325 1.443 -2.216  0.0180
C11 4.010 0.555 -1.663  -0.0226
H18 -2.056 -5.531 0.449  -0.0080
H19 -1.081 5.689 -0.418  -0.0054
H20 -3.665 -2.985 -0.851  0.0002
H21 1.596 -2.033 -1.534  0.0217
H22 -1.077 -0.058 -5.245  0.0060
O2 -1.954 0.692 -0.430  0.1464
C12 -3.202 5.676 -0.155  -0.0501
H23 -0.579 -3.687 3.410  0.0020
H24 2.558 -2.851 -3.652  0.0002
H25 -5.305 5.325 0.085  0.0041
H26 -5.078 2.860 0.137  0.0087
C13 0.467 -3.830 -1.169  0.1107
C14 -2.546 -2.216 1.416  0.0896
H27 -2.209 -2.141 -1.359  -0.0033
C15 -1.968 5.083 -0.299  0.1468
S1 -0.207 3.178 -0.503  0.9373
H28 1.339 -5.668 0.874  -0.0019
H29 -2.399 -1.221 0.998  -0.0381
C16 -2.983 2.857 -0.126  0.1132
C17 -0.636 0.199 -3.175  -0.0304
H30 3.617 0.968 0.878  0.0040
C18 -2.023 -3.316 0.476  0.1243
S2 0.227 0.820 2.103  0.0613
C19 2.264 -3.168 1.487  0.0813
H31 3.613 1.244 3.256  -0.0008
H32 4.568 0.543 -0.730  0.0069
H33 -3.540 -4.725 0.941  0.0040
H34 -0.062 -5.712 1.967  -0.0023
C20 0.330 -3.177 3.095  0.0287
N2 2.616 1.114 3.221  0.0218
H35 2.256 -2.082 1.355  -0.0465
C21 0.692 -5.557 -2.826  0.0074
C22 2.010 0.291 -3.900  0.1390
C23 1.624 0.403 -2.548  0.1417
C24 2.532 0.532 -1.478  0.2970
N3 2.616 0.856 0.930  -0.0038
C25 1.943 0.946 2.074  0.0248
C26 -4.325 4.876 -0.010  0.1649
N4 1.914 0.565 -0.229  0.0815
C27 -2.451 -4.689 1.017  0.0618
C28 -3.044 1.351 -0.081  -0.0126
C29 1.342 -3.023 -1.897  0.0714
H36 1.985 -5.111 -4.475  0.0004
H37 -1.662 0.181 -2.832  0.0064

---

8.
Molecular formula: C6H9N
Method: DFT, wB97M-V/def2-TZVPD

Properties
HOMO-LUMO gap (spin up / spin down)   8.93 / 8.93 eV
E_LUMO (spin up / spin down)   0.5299 / 0.5306 eV
Relative energy (zero: lowest compared OMol25 entry of this formula, charge and spin)   520.5 kJ/mol

Last column: natural (NBO) charge in e.
Positions of all 16 atoms, in Å:
H1 -0.253 -1.518 1.518  0.2136
H2 -2.463 -0.284 -0.207  0.2196
C1 -0.371 0.172 -0.392  0.1382
H3 1.333 0.215 2.567  0.1757
N1 0.731 1.035 -0.458  -0.4079
H4 -2.029 1.402 0.151  0.2263
H5 0.213 -2.038 -0.841  0.2263
H6 -2.062 0.835 -1.526  0.2256
C2 0.773 0.415 1.643  -0.2694
C3 0.471 -1.040 -0.497  -0.2697
C4 1.549 -0.091 -0.966  -0.2303
H7 1.564 -0.060 -2.062  0.2067
H8 2.564 -0.169 -0.567  0.1911
H9 0.364 1.410 1.601  0.2098
C5 -1.814 0.547 -0.499  -0.6228
C6 0.194 -0.689 0.955  -0.2328